No. 1
Formula: CH3O2PS
Source: OMol25
Level of theory: ωB97M-V/def2-TZVPD

Results
2S+1 = 1
Relative energy (zero: lowest compared OMol25 entry of this formula, charge and spin) = 49.2 kcal per mole
LUMO = -0.028 hartree
E_tot = -25302.6430 eV
SMILES = O=COSP
Orbital gap = 8.99 eV

Structure (XYZ):
```
8
CH3O2PS, DFT ωB97M-V/def2-TZVPD
O -2.539 0.052 0.855
C -1.436 -0.321 1.145
O -0.702 -0.792 0.181
S 1.189 -0.707 0.165
P 1.098 0.325 -1.709
H -1.131 -0.258 2.153
H 2.428 0.054 -1.755
H 1.092 1.648 -1.035
```

No. 2
Formula: C20H16BBr2F3OS
Source: OMol25
Level of theory: ωB97M-V/def2-TZVPD

Results
2S+1 = 1
Relative energy (zero: lowest compared OMol25 entry of this formula, charge and spin) = 2.1 kcal per mole
LUMO = -0.132 hartree
E_tot = -182797.0643 eV
Orbital gap = 3.39 eV

Structure (XYZ):
```
44
C20H16BBr2F3OS, DFT ωB97M-V/def2-TZVPD
Br 1.612 -5.649 -4.203
C 1.420 -3.996 -3.306
C 2.260 -3.687 -2.222
C 2.072 -2.497 -1.526
C 1.075 -1.560 -1.912
C 0.887 -0.347 -1.167
C 0.108 0.729 -1.593
C 0.065 1.939 -0.907
C -0.799 3.037 -1.228
C -0.734 4.248 -0.481
C -1.597 5.309 -0.733
C -2.552 5.202 -1.760
Br -3.745 6.627 -2.089
C -2.618 4.036 -2.540
C -1.754 2.971 -2.283
C 0.271 -1.880 -3.041
C 0.429 -3.091 -3.714
H 3.046 -4.376 -1.931
H 2.714 -2.255 -0.678
H 1.466 -0.235 -0.247
H -0.475 0.624 -2.513
H 0.758 2.083 -0.074
H 0.009 4.330 0.313
H -1.543 6.218 -0.141
H -3.349 3.965 -3.339
H -1.820 2.071 -2.891
H -0.489 -1.176 -3.376
H -0.209 -3.331 -4.560
C -0.106 0.907 4.499
O 0.326 -0.455 4.368
C 0.073 -1.121 3.256
C 0.592 -2.410 3.189
B 1.447 -3.162 4.403
F 2.613 -2.409 4.564
F 0.647 -3.204 5.544
F 1.670 -4.429 3.834
S 0.262 -3.062 1.612
C -0.581 -1.661 1.083
C -0.651 -0.688 2.057
H 0.266 1.214 5.481
H 0.327 1.549 3.715
H -1.205 0.979 4.475
H -1.050 -1.637 0.107
H -1.138 0.276 1.956
```

No. 3
Formula: H2N2O3S
Source: OMol25
Level of theory: ωB97M-V/def2-TZVPD

Results
2S+1 = 1
Relative energy (zero: lowest compared OMol25 entry of this formula, charge and spin) = 69.4 kcal per mole
LUMO = -0.024 hartree
E_tot = -19984.8797 eV
Orbital gap = 9.61 eV

Structure (XYZ):
```
8
H2N2O3S, DFT ωB97M-V/def2-TZVPD
N -0.591 -1.360 0.131
N 0.035 1.185 -0.200
O 0.054 2.039 -1.037
O -0.324 1.147 0.903
O 2.128 -0.445 0.064
S 0.642 -0.564 -0.758
H -1.481 -0.905 -0.257
H -0.464 -1.097 1.154
```

No. 4
Formula: C6H12Si
Source: OMol25
Level of theory: ωB97M-V/def2-TZVPD

Results
2S+1 = 1
Relative energy (zero: lowest compared OMol25 entry of this formula, charge and spin) = 103.5 kcal per mole
LUMO = -0.020 hartree
E_tot = -14289.6768 eV
Orbital gap = 7.95 eV

Structure (XYZ):
```
19
C6H12Si, DFT ωB97M-V/def2-TZVPD
C -2.808 0.601 0.550
C -3.023 -0.928 0.869
C 1.974 0.410 -1.806
C 1.653 0.200 -0.495
C 2.204 1.043 0.565
C 0.936 -1.043 -0.136
Si -4.273 -0.205 -0.460
H -2.699 1.326 1.327
H -2.054 0.648 -0.257
H -2.379 -1.525 0.208
H -3.090 -1.246 1.891
H 2.837 1.177 -2.151
H 1.590 -0.062 -2.766
H 1.353 1.690 0.798
H 3.084 1.680 0.293
H 2.549 0.511 1.492
H 0.118 -1.342 -0.776
H 0.398 -1.004 0.976
H 1.629 -1.935 -0.121
```

No. 5
Formula: C4H6N2
Source: OMol25
Level of theory: ωB97M-V/def2-TZVPD

Results
2S+1 = 1
Relative energy (zero: lowest compared OMol25 entry of this formula, charge and spin) = 47.8 kcal per mole
LUMO = 0.030 hartree
E_tot = -7223.5176 eV
Orbital gap = 10.45 eV

Structure (XYZ):
```
12
C4H6N2, DFT ωB97M-V/def2-TZVPD
C -2.054 -0.038 0.016
C -0.620 -0.141 0.384
C 0.343 1.010 -0.127
C 1.316 -0.154 -0.253
H -0.486 -0.198 1.446
H 0.000 1.425 -1.073
H 0.315 1.852 0.522
H 1.918 -0.207 -1.175
H 1.912 -0.263 0.680
H 0.273 -2.061 0.195
N -3.164 -0.129 -0.344
N 0.247 -1.097 -0.269
```

No. 6
Formula: C36H97N7O10
Source: OMol25
Level of theory: ωB97M-V/def2-TZVPD

Results
2S+1 = 1
Relative energy (zero: lowest compared OMol25 entry of this formula, charge and spin) = 112.1 kcal per mole
LUMO = 0.012 hartree
E_tot = -69802.4051 eV
SMILES = COC[C@H](C)N.COC[C@H](C)N.COC[C@H](C)N.COC[C@H](C)N.COC[C@H](C)N.COC[C@H](C)N.COCCNCCOC.CC(C)O.CC(C)O
Orbital gap = 9.20 eV

Structure (XYZ):
```
150
C36H97N7O10, DFT ωB97M-V/def2-TZVPD
C -13.021 -3.850 -2.294
O -14.371 -3.769 -2.780
C -14.438 -3.192 -4.068
C -15.993 -3.320 -4.375
C -16.487 -4.710 -4.464
N -16.401 -2.728 -5.677
H -12.527 -2.910 -2.049
H -12.375 -4.375 -2.997
H -13.030 -4.343 -1.322
H -14.250 -2.119 -4.074
H -13.815 -3.692 -4.810
H -16.581 -2.801 -3.618
H -17.545 -4.869 -4.672
H -16.291 -5.244 -3.534
H -15.839 -5.170 -5.211
H -16.196 -1.749 -5.823
H -15.902 -3.246 -6.385
C -18.248 -12.611 7.096
O -19.012 -13.333 8.088
C -20.421 -13.299 7.928
C -20.835 -14.355 6.879
C -22.334 -14.261 6.537
N -20.680 -15.682 7.408
H -17.192 -12.743 7.333
H -18.467 -11.545 7.165
H -18.462 -12.863 6.058
H -20.814 -13.516 8.921
H -20.860 -12.341 7.651
H -20.296 -14.250 5.938
H -22.586 -13.225 6.313
H -23.006 -14.499 7.361
H -22.730 -14.904 5.751
H -19.809 -15.765 7.913
H -21.388 -15.710 8.128
C -25.456 -8.625 5.159
O -24.511 -7.550 5.478
C -24.003 -7.574 6.830
C -22.800 -6.519 6.867
C -22.052 -6.683 8.118
N -23.182 -5.117 6.763
H -26.016 -8.378 4.257
H -26.145 -8.707 6.000
H -24.980 -9.596 5.024
H -24.712 -7.278 7.603
H -23.638 -8.577 7.051
H -22.149 -6.848 6.057
H -22.717 -6.730 8.981
H -21.258 -5.957 8.296
H -21.633 -7.689 8.143
H -23.554 -4.982 5.834
H -23.881 -4.935 7.470
C -15.932 0.130 0.818
O -17.011 -0.190 1.661
C -17.027 -1.554 2.181
C -18.093 -1.721 3.299
C -17.500 -1.597 4.718
N -18.748 -3.021 3.272
H -15.049 -0.372 1.214
H -15.574 1.159 0.782
H -16.134 -0.198 -0.201
H -17.185 -2.136 1.272
H -16.005 -1.761 2.498
H -18.820 -0.916 3.198
H -16.817 -2.409 4.966
H -18.250 -1.465 5.498
H -16.988 -0.636 4.662
H -19.394 -2.991 2.496
H -19.368 -2.966 4.067
C -11.752 -10.082 -2.696
O -10.353 -10.050 -2.467
C -9.793 -11.347 -2.282
C -9.971 -11.889 -0.812
C -9.152 -11.254 0.306
N -9.707 -13.284 -0.833
H -12.219 -9.114 -2.878
H -12.268 -10.510 -1.837
H -11.896 -10.668 -3.604
H -10.145 -11.986 -3.092
H -8.726 -11.214 -2.459
H -11.025 -11.838 -0.542
H -9.413 -10.196 0.350
H -8.110 -11.276 -0.014
H -9.260 -11.802 1.241
H -10.105 -13.697 -0.001
H -10.237 -13.793 -1.526
C -9.794 -10.371 8.976
O -8.841 -10.288 7.901
C -7.661 -11.006 8.065
C -6.751 -10.297 9.160
C -6.653 -8.787 8.968
N -5.355 -10.623 9.103
H -10.699 -9.868 8.633
H -9.503 -9.985 9.954
H -10.029 -11.409 9.210
H -7.923 -12.036 8.306
H -7.170 -10.874 7.100
H -7.103 -10.464 10.178
H -6.255 -8.511 7.992
H -5.999 -8.311 9.699
H -7.621 -8.317 9.143
H -4.913 -10.323 8.246
H -5.247 -11.625 9.027
C -10.682 -3.837 7.596
O -11.473 -2.724 7.640
C -11.457 -1.983 8.864
C -12.310 -2.775 9.944
N -12.280 -2.087 11.225
C -12.684 -2.927 12.248
C -12.584 -2.228 13.634
O -11.229 -2.103 14.043
C -11.068 -1.825 15.413
H -10.654 -4.253 6.589
H -11.003 -4.627 8.274
H -9.640 -3.560 7.753
H -11.926 -1.008 8.728
H -10.458 -1.767 9.244
H -11.939 -3.799 9.990
H -13.356 -2.737 9.640
H -11.376 -1.728 11.494
H -12.073 -3.829 12.247
H -13.737 -3.201 12.178
H -13.109 -2.873 14.339
H -13.062 -1.250 13.683
H -9.999 -1.885 15.619
H -11.612 -2.489 16.086
H -11.416 -0.802 15.549
C -16.023 -13.306 -3.022
C -17.200 -12.735 -3.857
C -17.067 -11.245 -4.264
O -17.359 -13.459 -5.037
H -15.940 -12.901 -2.014
H -15.102 -13.141 -3.581
H -16.138 -14.382 -2.895
H -18.119 -12.758 -3.272
H -16.330 -11.198 -5.066
H -16.779 -10.487 -3.535
H -18.015 -10.898 -4.677
H -17.296 -14.397 -4.843
C -13.915 -8.211 4.023
C -14.871 -7.291 3.327
C -15.013 -7.600 1.829
O -16.086 -7.464 3.961
H -14.242 -9.249 3.963
H -13.917 -7.937 5.078
H -12.938 -8.208 3.540
H -14.630 -6.249 3.536
H -14.093 -7.532 1.248
H -15.854 -7.025 1.442
H -15.392 -8.614 1.697
H -16.613 -6.673 3.827
```

No. 7
Formula: C12H36O12
Source: OMol25
Level of theory: ωB97M-V/def2-TZVPD

Results
2S+1 = 1
Relative energy (zero: lowest compared OMol25 entry of this formula, charge and spin) = 26.9 kcal per mole
LUMO = 0.003 hartree
E_tot = -37594.0505 eV
SMILES = OCCO.OCCO.OCCO.OCCO.OCCO.OCCO
Orbital gap = 10.04 eV

Structure (XYZ):
```
60
C12H36O12, DFT ωB97M-V/def2-TZVPD
O -7.103 -8.349 -1.002
C -7.157 -9.279 -2.088
C -5.932 -9.217 -2.995
O -5.809 -7.917 -3.571
H -7.220 -7.455 -1.341
H -7.269 -10.309 -1.735
H -8.129 -9.143 -2.571
H -5.994 -9.916 -3.826
H -5.063 -9.469 -2.386
H -5.420 -7.336 -2.909
O -3.048 -10.545 2.474
C -4.351 -10.978 2.105
C -5.249 -9.894 1.595
O -4.902 -9.595 0.211
H -2.677 -10.070 1.716
H -4.324 -11.760 1.336
H -4.800 -11.466 2.970
H -5.228 -8.941 2.127
H -6.282 -10.245 1.492
H -5.644 -9.086 -0.158
O -9.243 -8.126 1.910
C -9.358 -9.431 2.475
C -9.822 -10.509 1.487
O -8.764 -10.696 0.550
H -8.702 -8.217 1.115
H -8.400 -9.716 2.918
H -9.999 -9.349 3.356
H -10.767 -10.400 0.948
H -9.907 -11.474 1.993
H -8.624 -9.920 0.003
O 0.951 -11.486 6.337
C -0.319 -10.845 6.629
C -1.048 -10.691 5.328
O -1.304 -11.936 4.676
H 0.660 -12.123 5.661
H -0.861 -11.503 7.317
H -0.190 -9.845 7.041
H -0.420 -10.130 4.623
H -1.959 -10.080 5.309
H -1.341 -11.807 3.725
O -1.605 -8.735 0.007
C -1.084 -7.508 -0.415
C -1.096 -6.480 0.687
O -0.021 -5.503 0.588
H -1.572 -9.372 -0.727
H -0.047 -7.589 -0.770
H -1.606 -7.066 -1.275
H -1.044 -6.816 1.722
H -1.945 -5.787 0.716
H 0.078 -5.165 -0.306
O -2.427 -10.603 -1.827
C -1.830 -11.890 -1.560
C -0.495 -11.978 -2.263
O -0.615 -12.309 -3.628
H -3.336 -10.686 -1.509
H -1.755 -12.011 -0.475
H -2.502 -12.664 -1.943
H 0.145 -12.687 -1.729
H 0.005 -11.022 -2.076
H -0.251 -13.186 -3.763
```

No. 8
Formula: C21H43Br16N2O4PS
Source: OMol25
Level of theory: ωB97M-V/def2-TZVPD

Results
2S+1 = 1
LUMO = -0.004 hartree
E_tot = -1174446.3148 eV
SMILES = CO[C@@H](OC#N)[C@H](OCS)P(N)O.BrCCBr.BrCCBr.BrCCBr.BrCCBr.BrCCBr.BrCCBr.BrCCBr.BrCCBr
Orbital gap = 7.45 eV

Structure (XYZ):
```
88
C21H43Br16N2O4PS, DFT ωB97M-V/def2-TZVPD
C -3.765 3.901 -2.519
O -3.525 3.325 -1.241
C -2.662 4.034 -0.480
O -3.173 5.360 -0.211
C -2.480 6.271 -0.672
N -2.195 7.106 -1.301
C -2.574 3.288 0.864
O -3.369 3.990 1.789
C -3.335 3.481 3.093
S -2.400 4.644 4.148
P -0.803 3.002 1.404
N -0.823 1.469 2.197
O 0.054 2.673 0.041
H -3.212 3.385 -3.285
H -4.807 3.773 -2.722
H -3.572 4.957 -2.565
H -1.687 4.102 -0.940
H -3.038 2.315 0.722
H -2.995 2.463 3.155
H -4.341 3.502 3.453
H -1.332 3.962 4.598
H 0.150 1.199 2.240
H -1.097 1.577 3.164
H -0.495 2.219 -0.609
Br 2.414 5.123 0.714
C 1.850 6.901 0.167
C 1.085 7.586 1.261
Br -0.739 6.917 1.416
H 1.276 6.788 -0.746
H 2.770 7.440 -0.048
H 0.975 8.645 1.038
H 1.546 7.468 2.234
Br 6.405 0.408 -3.881
C 6.541 1.887 -2.624
C 5.909 3.135 -3.173
Br 7.043 3.981 -4.512
H 7.593 2.010 -2.395
H 6.014 1.554 -1.733
H 5.791 3.876 -2.390
H 4.950 2.951 -3.643
Br 0.170 2.349 5.544
C 1.616 1.177 6.127
C 1.665 -0.074 5.294
Br 0.245 -1.301 5.796
H 1.458 0.982 7.182
H 2.526 1.757 6.001
H 2.591 -0.616 5.466
H 1.555 0.118 4.233
Br -1.335 -1.913 1.900
C 0.006 -2.933 0.938
C 1.275 -3.049 1.736
Br 2.293 -1.385 1.679
H 0.146 -2.455 -0.029
H -0.444 -3.911 0.784
H 1.931 -3.802 1.305
H 1.104 -3.279 2.782
Br -0.236 -2.561 -2.492
C 1.028 -3.700 -3.441
C 2.317 -3.871 -2.683
Br 3.461 -2.308 -2.839
H 1.173 -3.266 -4.424
H 0.516 -4.654 -3.539
H 2.899 -4.684 -3.108
H 2.163 -4.052 -1.624
Br -3.882 -2.301 -1.054
C -4.289 -2.867 -2.871
C -4.115 -1.742 -3.852
Br -5.595 -0.478 -3.771
H -5.295 -3.269 -2.858
H -3.583 -3.669 -3.079
H -4.121 -2.124 -4.870
H -3.207 -1.174 -3.685
Br 7.221 -5.744 3.266
C 5.561 -5.811 2.257
C 4.801 -4.516 2.355
Br 3.911 -4.338 4.076
H 4.999 -6.660 2.629
H 5.860 -5.998 1.228
H 4.005 -4.487 1.616
H 5.433 -3.644 2.235
Br -3.168 -6.232 -3.105
C -4.716 -6.990 -2.201
C -5.794 -7.372 -3.179
Br -6.760 -5.814 -3.828
H -5.044 -6.258 -1.471
H -4.342 -7.870 -1.685
H -6.543 -7.992 -2.693
H -5.409 -7.889 -4.051
```